{
  "formula": "C29H78N2O31S9",
  "method": "the ωB97M-V functional and the def2-TZVPD basis",
  "spin_multiplicity": 1,
  "homo_energy_ev": -8.7,
  "species": ["C", "N", "O", "O", "H", "H", "H", "C", "N", "O", "O", "H", "H", "H", "O", "S", "O", "O", "C", "C", "C", "H", "H", "H", "H", "H", "H", "H", "H", "O", "S", "O", "O", "C", "C", "C", "H", "H", "H", "H", "H", "H", "H", "H", "O", "S", "O", "O", "C", "C", "C", "H", "H", "H", "H", "H", "H", "H", "H", "O", "S", "O", "O", "C", "C", "C", "H", "H", "H", "H", "H", "H", "H", "H", "O", "S", "O", "O", "C", "C", "C", "H", "H", "H", "H", "H", "H", "H", "H", "O", "S", "O", "O", "C", "C", "C", "H", "H", "H", "H", "H", "H", "H", "H", "O", "S", "O", "O", "C", "C", "C", "H", "H", "H", "H", "H", "H", "H", "H", "O", "S", "O", "O", "C", "C", "C", "H", "H", "H", "H", "H", "H", "H", "H", "O", "S", "O", "O", "C", "C", "C", "H", "H", "H", "H", "H", "H", "H", "H"],
  "coordinates": [[-1.8521, -1.2488, 2.4104], [-1.5615, -1.4774, 3.8494], [-1.3554, -0.5383, 4.6227], [-1.2218, -2.6625, 4.1604], [-2.6271, -0.4885, 2.3134], [-2.0466, -2.1178, 1.7818], [-0.9740, -0.7664, 1.9810], [-3.9012, 0.8535, 0.0125], [-5.2082, 0.5035, -0.5561], [-5.3204, -0.3196, -1.4064], [-6.1354, 1.1204, -0.0754], [-3.8969, 0.7967, 1.1010], [-3.6651, 1.8657, -0.3161], [-3.1841, 0.1659, -0.4359], [0.1077, 2.3362, -0.3355], [-0.4923, 1.4658, 0.6790], [-1.9277, 1.5403, 1.0066], [-0.3013, -0.1030, 0.1967], [-0.7979, -0.4850, -1.1046], [-1.5736, -1.8230, -0.9356], [0.6156, 1.4437, 2.1355], [0.1585, -0.6648, -1.5955], [-1.3039, 0.3543, -1.5817], [-1.0846, -2.6854, -0.4826], [-1.8617, -2.2193, -1.9093], [-2.4751, -1.6492, -0.3480], [1.5564, 1.4233, 1.5855], [0.4820, 0.6749, 2.8966], [0.5932, 2.4113, 2.6369], [-0.2199, -5.3731, -2.7583], [-1.2213, -5.2574, -3.8171], [-1.7414, -6.4426, -4.5384], [-2.5363, -4.2598, -3.3669], [-2.2273, -3.1082, -2.6364], [-3.3778, -2.1349, -2.7913], [-0.6006, -4.2676, -5.2924], [-1.2849, -2.6207, -2.8860], [-2.1242, -3.3545, -1.5796], [-3.2643, -1.2546, -2.1587], [-4.3088, -2.6345, -2.5234], [-3.4203, -1.6394, -3.7612], [-0.1451, -3.3155, -5.0204], [-1.5013, -4.0358, -5.8610], [0.1529, -4.8701, -5.7998], [-2.2257, 7.4278, 2.5432], [-1.0013, 6.9409, 3.1536], [-0.9184, 6.9101, 4.6341], [-0.6376, 5.3796, 2.5940], [-0.9726, 4.9263, 1.3341], [-0.9242, 3.3894, 1.3097], [0.5881, 7.7718, 2.5037], [-0.4149, 5.4214, 0.5391], [-2.0327, 5.1557, 1.2267], [0.0960, 3.0644, 1.5140], [-0.9092, 3.2230, 0.2325], [-1.6484, 2.8798, 1.9452], [0.1594, 8.6026, 1.9433], [1.1422, 7.0706, 1.8797], [1.1960, 8.0602, 3.3612], [-3.5422, -2.0854, -0.4957], [-3.8747, -3.3844, 0.0711], [-5.1942, -3.6368, 0.5982], [-3.5501, -4.5374, -1.1418], [-3.9698, -5.8867, -0.8073], [-3.1920, -6.7282, -1.7341], [-2.5412, -3.8318, 1.2891], [-5.0519, -5.9907, -0.8861], [-3.7864, -6.0495, 0.2547], [-3.6790, -7.0737, -2.6460], [-2.9758, -7.6588, -1.2094], [-2.2795, -6.2708, -2.1165], [-3.0434, -3.3318, 2.1173], [-1.6924, -3.2453, 0.9374], [-2.4868, -4.9012, 1.4926], [1.4846, 2.8422, 1.3667], [1.7370, 4.0851, 0.6164], [1.3710, 5.4084, 1.1684], [3.3125, 4.1071, 0.2418], [4.1829, 3.7630, 1.3152], [5.6570, 3.8766, 1.0612], [1.1176, 3.8813, -1.0409], [3.9680, 2.6954, 1.3623], [3.8947, 4.3369, 2.1960], [5.9064, 3.1950, 0.2480], [6.2547, 3.6613, 1.9469], [5.7956, 4.8291, 0.5496], [0.8150, 2.8373, -1.1222], [1.8483, 4.3234, -1.7181], [0.1183, 4.2968, -1.1710], [-0.7043, 0.5149, -2.5293], [-0.6265, -0.3218, -3.7585], [-0.3636, -1.7673, -3.6443], [-1.9763, -0.1252, -4.7119], [-2.2187, -1.0888, -5.6037], [-3.4659, -0.5803, -6.3588], [0.6481, 0.3448, -4.9352], [-2.3645, -2.0322, -5.0775], [-1.5036, -1.3143, -6.3948], [-3.0963, 0.2141, -7.0072], [-4.2328, -0.1074, -5.7454], [-4.0629, -1.1962, -7.0314], [0.1862, 1.1129, -5.5555], [1.0501, -0.4885, -5.5114], [1.5702, 0.6832, -4.4627], [2.3016, 0.1954, 1.3488], [3.0672, -0.0321, 0.0690], [4.4239, -0.7139, 0.1094], [2.1300, -0.7334, -1.1190], [2.7500, -1.0169, -2.4385], [1.6000, -0.7924, -3.3563], [3.1688, 1.6094, -0.7639], [3.1465, -1.9819, -2.1226], [3.6255, -0.3949, -2.6248], [1.1711, 0.1964, -3.1939], [0.7801, -1.4897, -3.1842], [1.8753, -1.0738, -4.3727], [2.1107, 1.7050, -1.0078], [3.6791, 1.5767, -1.7265], [3.6097, 2.2887, -0.0343], [2.2093, -4.2530, 4.4221], [3.1806, -3.9414, 3.3131], [3.8689, -5.1215, 2.7309], [2.3801, -3.3426, 2.0535], [1.5590, -2.2866, 2.2868], [1.1410, -1.9960, 0.8650], [4.2945, -2.6616, 4.0172], [2.1143, -1.4560, 2.7224], [0.7888, -2.6181, 2.9832], [0.8402, -2.8446, 0.2506], [2.0293, -1.5566, 0.4113], [0.3590, -1.2424, 0.9578], [3.9900, -2.3755, 5.0240], [4.4445, -1.7922, 3.3771], [5.1716, -3.2875, 4.1813], [3.8274, 0.9202, 5.2129], [2.7725, 0.6854, 4.2379], [2.1216, -0.6523, 4.0096], [1.5774, 1.8917, 4.4256], [2.0704, 3.1240, 4.9173], [0.8865, 4.1373, 4.9843], [3.3515, 1.1434, 2.5918], [2.8648, 3.5052, 4.2757], [2.5870, 2.9364, 5.8586], [0.3302, 3.9979, 4.0574], [1.2251, 5.1703, 5.0643], [0.2481, 3.8817, 5.8300], [2.7493, 1.9358, 2.1473], [3.4209, 0.3463, 1.8516], [4.2931, 1.6742, 2.7315]],
  "forces_ev_per_angstrom": [[-0.165, 1.669, -0.214], [2.889, -2.196, 1.694], [-1.168, -0.889, -1.652], [-1.596, 2.394, -0.927], [-0.089, -0.186, 0.250], [0.323, 1.433, 1.669], [-0.180, -0.225, 0.704], [0.560, -0.447, -0.941], [-0.803, 1.257, 1.637], [0.089, -1.036, -1.526], [-0.654, 0.301, 0.164], [-0.545, -0.021, -0.456], [-0.337, -0.138, 0.155], [-0.153, 0.309, 0.325], [-3.206, -9.268, -0.589], [-2.339, -6.894, 2.563], [1.625, -3.539, -1.719], [-0.388, 4.939, 1.494], [0.709, -6.674, 8.293], [6.379, 5.444, 1.190], [-3.732, -3.476, 2.646], [-0.270, -0.539, 1.413], [-3.826, -1.499, 6.274], [1.260, 0.558, -0.298], [2.373, 6.012, 4.869], [4.853, 2.003, 0.312], [-2.742, -1.950, 1.987], [-0.937, -0.773, -0.791], [-1.333, -2.359, 1.282], [-1.680, 0.382, -1.275], [-0.330, 0.558, -2.657], [0.556, 2.224, 2.312], [1.657, -3.427, -2.848], [-1.669, -3.932, -1.809], [-1.079, 0.953, -1.736], [-0.034, 0.065, 1.350], [-1.071, -2.452, -0.768], [-0.639, -2.449, -1.897], [-0.390, -0.445, -0.642], [-0.042, 0.359, -0.560], [-0.463, -0.931, -0.177], [-0.049, -0.372, 0.275], [0.160, -0.504, -0.163], [-0.418, -0.211, -0.038], [1.577, -0.548, 0.193], [1.336, -0.972, 1.342], [-0.079, -0.313, -3.287], [-0.040, 2.394, 3.092], [-2.825, -0.155, -0.565], [-1.409, 6.747, 1.794], [-1.772, -0.226, 0.387], [-0.686, -0.077, 0.168], [-0.192, 0.103, -0.480], [-2.876, 1.999, 0.637], [-3.131, 2.289, 1.359], [0.250, 2.308, 0.314], [0.473, 0.177, 0.056], [-0.511, 0.380, 0.236], [-0.390, 0.139, 0.003], [-10.242, -4.993, 3.152], [-0.661, -2.795, -0.772], [1.085, 0.101, -0.007], [-1.727, 1.722, 2.681], [-0.708, 1.154, 0.373], [0.465, -1.977, -0.650], [-2.610, 0.342, -0.700], [-0.045, 0.158, -0.361], [0.457, -0.275, -0.012], [-0.546, 0.437, 0.090], [0.480, -0.074, -0.048], [-0.232, -0.313, 1.123], [0.436, -0.637, 0.496], [0.180, -1.370, 0.182], [0.254, 0.204, -0.438], [7.791, 9.662, -3.991], [1.370, 4.268, -1.962], [2.892, -3.436, -0.922], [-0.625, 1.930, -0.788], [-0.089, -1.195, 1.045], [-0.592, 0.553, -2.099], [2.443, 4.227, -1.932], [0.505, 0.815, 1.258], [-0.126, -0.317, 0.206], [0.257, -0.477, 0.219], [-0.131, 0.358, -0.150], [0.684, 0.461, 0.742], [3.018, 1.177, -2.961], [-0.004, 0.455, 0.179], [0.392, 0.715, 0.190], [2.137, 4.999, -17.627], [-1.403, 3.111, -3.891], [-5.360, 1.776, -2.499], [3.126, 2.695, 3.983], [-2.693, -3.566, -3.165], [-0.316, 0.833, -0.459], [-1.134, 1.732, -3.389], [-0.216, -0.069, -0.349], [0.867, 0.567, 0.257], [-0.031, 0.217, -0.030], [0.320, -0.103, 0.578], [0.671, -0.853, 0.205], [-0.485, -0.178, -0.093], [-0.952, 0.436, -0.864], [-1.221, 1.344, -1.328], [-2.704, -6.728, -11.904], [1.814, -1.172, -3.443], [-4.075, 1.973, 0.355], [1.456, 2.274, 0.597], [0.608, 0.023, 2.247], [5.470, -2.283, 3.217], [-0.171, -2.013, 0.613], [-0.101, -0.635, -1.597], [0.005, 0.325, 0.098], [2.201, -0.965, 1.622], [4.040, -0.164, 1.776], [0.776, -0.022, 1.024], [0.353, 0.536, 0.459], [0.456, -0.310, 0.391], [-0.442, -0.666, -1.130], [2.332, 1.166, -2.768], [-2.208, -3.669, 1.702], [-0.592, 3.035, 1.190], [3.800, -3.327, 1.224], [-1.583, 0.388, -1.222], [-0.230, -0.270, 1.871], [0.137, -1.055, -0.115], [-0.629, -1.120, -1.203], [-0.334, 0.305, -0.042], [0.005, -0.284, 0.379], [-1.544, -2.147, 0.827], [1.276, -1.485, -0.382], [-0.661, -0.019, -0.389], [0.147, -0.379, -0.103], [0.421, 0.365, -0.431], [-1.465, -0.723, -0.787], [-0.535, -0.282, -1.401], [1.278, 5.093, 3.617], [1.320, -2.603, 0.482], [0.265, 1.353, 0.776], [0.823, -1.507, -0.053], [5.368, 4.271, 5.513], [0.008, 0.067, -0.504], [-0.351, 0.202, 0.272], [-0.124, 0.345, 0.218], [0.033, -0.152, -0.008], [-0.059, 0.141, -0.090], [0.705, -0.682, 1.455], [3.764, 0.782, 4.583], [0.435, -0.077, 1.169]],
  "lowdin_charge": [0.0306, -0.3495, 0.0751, 0.0363, 0.1056, 0.0168, 0.0679, 0.0197, -0.4374, 0.0894, 0.0701, 0.1075, 0.1209, 0.0716, -0.4435, 0.9089, -0.3596, -0.3145, -0.2600, -0.0952, -0.1611, 0.0874, -0.0033, 0.0993, -0.0696, -0.0736, 0.0066, 0.1003, 0.0922, -0.2767, 0.7406, -0.3058, -0.2113, -0.4291, -0.0180, -0.0849, 0.0683, 0.0888, 0.0833, 0.1159, 0.0759, 0.0325, 0.0632, 0.0710, -0.2938, 0.7414, -0.3186, -0.2971, -0.2644, -0.1848, -0.0579, 0.0986, 0.1282, -0.0224, 0.0600, 0.1300, 0.0578, 0.0172, 0.0638, -0.3567, 0.8099, -0.2395, -0.3043, -0.2320, -0.0622, -0.0479, 0.1282, 0.1042, 0.0915, 0.0972, 0.0259, 0.0653, 0.0409, 0.0978, -0.4997, 0.8856, -0.3021, -0.2713, -0.3004, -0.0240, -0.1003, 0.0405, 0.1389, 0.0838, 0.1021, 0.0905, -0.0694, 0.0949, 0.1081, -0.2250, 0.9370, -0.3062, -0.1960, -0.3623, -0.0280, -0.1264, 0.0848, 0.1310, 0.0786, 0.0864, 0.0870, 0.0932, 0.0853, 0.0793, -0.4484, 0.8773, -0.2488, -0.3532, -0.1192, -0.2178, -0.0254, 0.1419, 0.1096, 0.0531, -0.0191, 0.1040, 0.0590, 0.0977, 0.0390, -0.3263, 0.7172, -0.3214, -0.2354, -0.2977, -0.0428, -0.0944, 0.0386, 0.1104, 0.1170, 0.0223, 0.0352, 0.0694, 0.0598, 0.0634, -0.2749, 0.8348, -0.3221, -0.2846, -0.2620, -0.0182, -0.1960, 0.1024, 0.1113, 0.0547, 0.0800, 0.0914, 0.0397, -0.0321, 0.0855]
}